Record 1
{"formula": "H3N3O2S", "method": "ωB97M-V/def2-TZVPD", "species": ["N", "N", "N", "O", "O", "S", "H", "H", "H"], "positions_angstrom": [[0.84, 0.93, -0.37], [0.66, -0.36, -0.50], [-1.32, -0.36, -0.12], [1.22, -0.99, 0.63], [-1.80, -1.46, -0.28], [-1.82, 1.10, 0.38], [0.45, 1.57, -0.96], [1.08, 1.35, 0.46], [0.70, -1.77, 0.77]], "total_charge": 0, "homo_lumo_gap_ev": [8.1, 8.1], "energy_ev": -19442.987, "e_above_lowest_kcal_mol": 72.60, "e_lumo_ev": [-0.31, -0.30], "largest_force_ha_per_bohr": 0.0656, "homo_energy_ev": [-8.37, -8.37]}

=====

Record 2
{"formula": "ClHOS", "method": "ωB97M-V/def2-TZVPD", "species": ["O", "S", "Cl", "H"], "positions_angstrom": [[2.15, 1.00, -0.02], [-1.46, -0.75, 0.29], [1.14, 0.14, 0.64], [-1.83, -0.39, -0.92]], "total_charge": 0, "homo_lumo_gap_ev": [6.1, 6.1], "energy_ev": -25415.667, "e_above_lowest_kcal_mol": 88.19, "e_lumo_ev": [-3.59, -3.59], "largest_force_ha_per_bohr": 0.0574, "homo_energy_ev": [-9.67, -9.68]}

=====

Record 3
{"formula": "C22H25N3O7", "method": "ωB97M-V/def2-TZVPD", "species": ["C", "H", "H", "H", "O", "C", "O", "C", "N", "C", "O", "C", "H", "C", "C", "O", "H", "C", "N", "C", "O", "C", "N", "C", "O", "C", "C", "C", "C", "H", "H", "H", "H", "H", "H", "H", "H", "H", "C", "C", "C", "C", "C", "O", "C", "H", "H", "H", "H", "H", "H", "C", "H", "H", "H", "H", "H"], "positions_angstrom": [[0.30, 4.04, -4.06], [-0.38, 4.66, -4.64], [0.86, 3.39, -4.73], [0.97, 4.64, -3.45], [-0.44, 3.23, -3.14], [-1.41, 2.49, -3.67], [-1.81, 2.57, -4.79], [-2.02, 1.58, -2.60], [-1.15, 0.48, -2.27], [0.02, 0.18, -2.93], [0.43, 0.72, -3.91], [0.69, -0.94, -2.14], [1.17, -1.65, -2.81], [-0.44, -1.51, -1.28], [-1.39, -0.32, -1.16], [-2.21, -0.08, -0.33], [-0.98, -2.34, -1.73], [0.23, -1.92, 0.04], [1.23, -0.89, 0.19], [1.65, -0.39, 1.36], [2.54, 0.43, 1.47], [0.94, -0.97, 2.58], [-0.40, -1.43, 2.33], [-0.78, -2.01, 1.18], [-1.82, -2.62, 1.03], [-1.29, -1.49, 3.48], [-0.87, -2.54, 4.48], [-1.04, -3.99, 4.12], [-1.91, -3.37, 5.17], [-1.75, -3.64, 6.20], [-2.95, -3.19, 4.93], [-0.28, -4.70, 4.43], [-1.49, -4.21, 3.16], [0.01, -2.28, 5.06], [-2.28, -1.74, 3.08], [-1.33, -0.50, 3.95], [0.92, -0.19, 3.34], [1.57, -1.79, 2.97], [1.69, -0.36, -1.10], [1.73, 1.13, -1.06], [2.68, 2.02, -1.45], [2.18, 3.30, -1.11], [0.97, 3.10, -0.54], [0.68, 1.78, -0.51], [-0.04, 4.04, 0.01], [-0.68, 4.42, -0.78], [0.45, 4.88, 0.49], [-0.67, 3.53, 0.74], [2.67, 4.24, -1.26], [3.62, 1.80, -1.92], [2.71, -0.72, -1.31], [0.89, -3.30, -0.08], [0.13, -4.06, -0.19], [1.47, -3.52, 0.81], [1.56, -3.34, -0.94], [-2.97, 1.19, -2.99], [-2.21, 2.15, -1.69]], "total_charge": 0, "homo_lumo_gap_ev": 8.8, "energy_ev": -42023.606, "e_above_lowest_kcal_mol": 13.99, "e_lumo_ev": 0.52, "largest_force_ha_per_bohr": 0.0227, "homo_energy_ev": -8.24}